Entry P
Formula: C3H9N4
Source: OMol25
Level of theory: the ωB97M-V functional and the def2-TZVPD basis

Each line ends with the natural charge from an NBO analysis.
Cartesian coordinates (Å):
H  2.32  -0.50  2.63  0.399
N  1.95  -0.50  1.65  -0.389
N  1.24  -1.44  1.33  0.174
N  0.32  -1.56  0.53  -0.137
C  -0.33  -2.82  0.28  -0.432
C  -0.45  -0.16  -0.25  0.248
N  0.43  0.69  -0.58  -0.505
C  0.54  2.08  -0.14  -0.449
H  -0.29  -3.46  1.17  0.247
H  -1.36  -2.63  -0.05  0.233
H  0.16  -3.32  -0.60  0.235
H  -1.40  -0.02  0.21  0.217
H  1.13  0.60  -1.29  0.435
H  1.62  2.27  0.25  0.252
H  -0.16  2.19  0.71  0.227
H  0.36  2.87  -0.98  0.245

net charge: +1
HOMO energy (spin up / spin down): -13.69 / -13.15 eV
Kohn-Sham gap (spin up / spin down): 8.430 / 7.158 eV
SMILES: [H]/N=N/N(C)/C=[NH+]/C

***

Entry Q
Formula: C3H9N4
Source: OMol25
Level of theory: the ωB97M-V functional and the def2-TZVPD basis

Each line ends with the natural charge from an NBO analysis.
Cartesian coordinates (Å):
N  1.58  -0.26  -1.56  -0.705
C  0.70  0.15  -0.70  0.496
N  0.32  1.70  -0.73  -0.410
N  -0.63  1.75  0.39  -0.372
C  -1.03  0.41  0.83  -0.232
C  0.21  -0.57  0.45  -0.158
N  -0.15  -1.90  0.09  -0.837
H  2.16  -1.07  -1.50  0.444
H  1.56  0.36  -2.35  0.436
H  -1.50  2.22  0.17  0.434
H  -0.18  2.06  1.22  0.414
H  -1.82  -0.04  0.36  0.226
H  -1.27  0.50  1.83  0.222
H  1.04  -0.65  1.09  0.254
H  -0.05  -2.51  0.89  0.393
H  -0.92  -2.15  -0.46  0.395

net charge: +1
HOMO energy: -13.50 eV
Kohn-Sham gap: 9.962 eV
SMILES: NC1=N[NH2+]C[C@H]1N

***

Entry R
Formula: C3H9N4
Source: OMol25
Level of theory: the ωB97M-V functional and the def2-TZVPD basis

Each line ends with the natural charge from an NBO analysis.
Cartesian coordinates (Å):
N  1.28  0.73  0.74  -0.721
C  1.49  -0.44  0.07  -0.047
C  0.53  -0.98  -0.64  -0.183
C  -0.85  -0.47  -0.30  -0.027
N  -1.31  -1.37  0.86  -0.765
N  -0.76  0.84  0.23  0.088
N  -0.88  1.78  -0.56  -0.389
H  1.23  0.81  1.69  0.404
H  1.96  1.47  0.65  0.406
H  2.47  -0.65  -0.30  0.226
H  0.56  -1.78  -1.34  0.248
H  -1.49  -0.51  -1.11  0.221
H  -0.58  -1.50  1.50  0.368
H  -1.48  -2.30  0.34  0.376
H  -1.20  2.68  -0.23  0.414
H  -0.95  1.69  -1.61  0.381

net charge: +1
HOMO energy (spin up / spin down): -13.18 / -13.18 eV
Kohn-Sham gap (spin up / spin down): 8.166 / 8.166 eV
SMILES: N/C=C\[C@@H](N)N=[NH2+]

***

Relative energy of each structure, in eV: entry P 2.911; entry Q 0.000; entry R 1.264.

***

Entry P
Formula: C2H2O4P
Source: OMol25
Level of theory: the ωB97M-V functional and the def2-TZVPD basis

Each line ends with the natural charge from an NBO analysis.
Cartesian coordinates (Å):
C  2.04  0.09  -0.08  0.732
C  0.53  -0.40  -0.30  0.708
O  2.25  -0.36  1.03  -0.646
O  2.64  0.67  -0.94  -0.651
O  -0.05  -1.39  -0.20  -0.483
O  -0.70  1.13  0.21  -1.070
P  -2.12  0.63  0.48  0.678
H  -2.65  0.40  -0.83  -0.154
H  -1.95  -0.77  0.63  -0.114

net charge: -1
HOMO energy: -4.25 eV
Kohn-Sham gap: 8.275 eV

***

Entry Q
Formula: C2H2O4P
Source: OMol25
Level of theory: the ωB97M-V functional and the def2-TZVPD basis

Each line ends with the natural charge from an NBO analysis.
Cartesian coordinates (Å):
O  -0.43  -2.39  0.08  -1.114
P  0.15  -1.02  0.04  1.885
O  -0.85  0.08  0.77  -0.987
C  1.66  -0.83  0.95  -0.549
C  2.82  -0.25  0.10  0.730
O  3.82  -0.08  -0.60  -0.651
O  2.10  0.66  0.74  -0.586
H  -0.06  -0.45  -1.14  -0.198
H  -0.63  0.89  0.35  0.471

net charge: -1
HOMO energy: -4.09 eV
Kohn-Sham gap: 8.080 eV
SMILES: O=[P@@H](O)C1=C([O-])O1

***

Relative energy of each structure, in eV: entry P 0.000; entry Q 0.370.

***

Entry P
Formula: C3H8FOP
Source: OMol25
Level of theory: the ωB97M-V functional and the def2-TZVPD basis

Each line ends with the Mulliken spin population.
Cartesian coordinates (Å):
C  0.17  1.40  1.86  0.792
C  -2.15  -0.49  0.41  0.075
C  1.64  0.01  -0.73  0.022
O  -0.69  -0.69  0.11  0.036
F  -0.57  1.53  -0.64  0.036
P  0.18  0.66  0.37  0.823
H  0.51  0.80  2.68  0.083
H  0.75  2.36  1.79  0.093
H  -2.57  -1.57  0.63  0.008
H  -2.68  0.00  -0.37  0.003
H  -2.27  0.13  1.26  -0.016
H  2.60  -0.19  -0.34  -0.005
H  1.33  -0.83  -1.17  0.019
H  1.82  0.63  -1.55  0.030

2S+1: 3
HOMO energy (spin up / spin down): -3.50 / -10.90 eV
Kohn-Sham gap (spin up / spin down): 4.426 / 8.847 eV

***

Entry Q
Formula: C3H8FOP
Source: OMol25
Level of theory: the ωB97M-V functional and the def2-TZVPD basis

Each line ends with the Mulliken spin population.
Cartesian coordinates (Å):
C  0.38  1.17  -1.09  -0.016
C  0.80  -1.56  -0.07  0.079
C  -1.36  0.07  1.01  0.041
O  1.58  1.03  1.69  1.234
F  -2.15  -0.13  -0.12  0.027
P  0.41  0.21  0.39  0.607
H  -0.55  1.10  -1.67  0.022
H  0.47  2.19  -0.91  0.011
H  1.19  0.96  -1.79  0.001
H  1.28  -1.93  0.78  -0.023
H  -0.28  -1.74  -0.48  0.012
H  1.34  -1.59  -0.97  0.002
H  -1.49  -0.74  1.60  0.002
H  -1.63  0.97  1.62  0.000

2S+1: 3
HOMO energy (spin up / spin down): -5.29 / -9.92 eV
Kohn-Sham gap (spin up / spin down): 6.172 / 8.861 eV

***

Relative energy of each structure, in eV: entry P 0.000; entry Q 0.207.

***

Entry P
Formula: HN4O3
Source: OMol25
Level of theory: the ωB97M-V functional and the def2-TZVPD basis

Each line ends with the natural charge from an NBO analysis.
Cartesian coordinates (Å):
O  -2.87  0.11  -0.08  -0.444
N  -1.90  0.82  -0.15  0.224
N  -0.71  0.07  0.08  -0.303
N  0.49  0.71  0.04  -0.292
N  1.54  -0.06  -0.03  0.568
O  1.45  -1.28  -0.06  -0.580
O  2.63  0.52  -0.13  -0.546
H  -0.64  -0.88  0.32  0.373

net charge: -1
HOMO energy (spin up / spin down): -3.57 / -3.57 eV
Kohn-Sham gap (spin up / spin down): 8.125 / 8.123 eV
SMILES: O=NNN=[N+]([O-])[O-]

***

Entry Q
Formula: HN4O3
Source: OMol25
Level of theory: the ωB97M-V functional and the def2-TZVPD basis

Each line ends with the natural charge from an NBO analysis.
Cartesian coordinates (Å):
N  0.51  0.96  1.04  -0.187
N  -2.12  0.88  -0.31  0.170
N  -0.24  -0.11  1.01  -0.481
N  1.24  1.28  -0.03  0.502
O  1.12  0.55  -1.05  -0.580
O  -1.84  1.97  -0.55  -0.236
O  1.81  2.38  0.05  -0.495
H  0.03  -0.62  0.13  0.308

net charge: -1
HOMO energy (spin up / spin down): -2.71 / -4.26 eV
Kohn-Sham gap (spin up / spin down): 7.261 / 8.057 eV

***

Relative energy of each structure, in eV: entry P 0.000; entry Q 0.913.